Entry 1:
# C41H39As2N3O9PdS

A molecular structure, C41H39As2N3O9PdS at a distorted geometry (ωB97M-V/def2-TZVPD, the Open Molecules 2025 dataset).

The value obtained for the HOMO-LUMO gap is 5.1589 eV. The total charge is 0. The calculated total energy is -7424.7148 Eh. As for the spin multiplicity: 1.

Cartesian coordinates (Å):
Pd1 -1.8237 1.6036 -0.6651
C1 0.7200 4.8720 0.6663
C2 -0.1995 5.6191 1.2765
C3 -1.6053 5.2786 1.1977
C4 -1.9472 4.1954 0.4620
N1 -1.0685 3.4341 -0.2739
C5 0.3848 3.6609 -0.1586
C6 -3.3444 3.7227 0.4257
C7 -4.5032 4.3955 0.8188
C8 -5.7167 3.7446 0.7210
C9 -5.7975 2.4345 0.2385
C10 -4.6260 1.8190 -0.1431
N2 -3.4688 2.4822 -0.0464
C11 -4.4681 0.4549 -0.7308
C12 -5.5248 -0.4168 -0.9027
C13 -5.3011 -1.6275 -1.5432
C14 -4.0282 -1.9260 -1.9887
C15 -3.0007 -1.0270 -1.7427
N3 -3.2116 0.1311 -1.1250
H1 1.7724 5.1124 0.7229
H2 0.1012 6.4882 1.8490
H3 -2.3483 5.8566 1.7237
H4 0.7931 3.8264 -1.1529
H5 -4.4447 5.4095 1.1842
H6 -6.6224 4.2577 1.0145
H7 -6.7486 1.9289 0.1658
H8 -6.5090 -0.1511 -0.5463
H9 -6.1140 -2.3250 -1.6924
H10 -3.8162 -2.8529 -2.4978
H11 -1.9737 -1.2276 -2.0181
C16 1.6785 3.3949 3.2036
O1 0.6600 2.4487 2.8611
C17 0.3179 1.9570 1.6635
O2 -0.6511 1.2320 1.6567
C18 1.0881 2.3422 0.3605
C19 2.5754 2.2678 0.5342
As1 3.0073 0.6008 1.3781
C20 4.9436 0.5546 1.5693
C21 2.8246 -0.4859 -0.2681
C22 1.7899 -0.3854 -1.1067
As2 0.4469 1.0246 -1.0955
C23 1.0862 1.8727 -2.7214
C24 1.6515 -1.3699 -2.2098
O3 2.4540 -2.2093 -2.5330
O4 0.4445 -1.2635 -2.8229
C25 0.2255 -2.2070 -3.8724
C26 3.9709 -1.4149 -0.5065
O5 4.1628 -2.4275 0.1175
O6 4.8166 -0.8780 -1.3846
C27 6.0471 -1.5699 -1.6057
C28 3.5251 2.8960 -0.2968
O7 4.7347 2.6966 -0.3767
O8 2.9850 3.9040 -1.1001
C29 3.9373 4.6065 -1.8814
H12 2.0547 3.0646 4.1704
H13 1.2210 4.3766 3.3031
H14 2.4742 3.4207 2.4639
H15 5.1925 1.2233 2.3934
H16 5.4391 0.8978 0.6669
H17 5.2287 -0.4622 1.8403
H18 2.1427 2.1131 -2.6245
H19 0.5072 2.7737 -2.9162
H20 0.9296 1.1715 -3.5407
H21 -0.7987 -2.0504 -4.2027
H22 0.3638 -3.2244 -3.5077
H23 0.9174 -2.0353 -4.6963
H24 5.9898 -2.0691 -2.5721
H25 6.2273 -2.3005 -0.8210
H26 6.8300 -0.8156 -1.6188
H27 3.3687 5.3487 -2.4395
H28 4.4606 3.9385 -2.5667
H29 4.6815 5.0977 -1.2537
O9 -0.7997 -1.5412 0.3063
S1 -1.1626 -2.3570 1.5019
C30 0.1882 -3.4182 1.9861
C31 0.1389 -3.9523 3.2656
C32 1.0986 -4.8758 3.6442
C33 2.0935 -5.2464 2.7485
C34 2.1457 -4.6803 1.4833
C35 1.1885 -3.7545 1.0932
C36 -2.1927 -3.6985 0.8998
C37 -1.8724 -4.3385 -0.2886
C38 -2.6351 -5.4166 -0.7022
C39 -3.7163 -5.8431 0.0644
C40 -4.0411 -5.1823 1.2384
C41 -3.2750 -4.1010 1.6611
H30 -0.6379 -3.6479 3.9561
H31 1.0734 -5.3020 4.6381
H32 2.8454 -5.9639 3.0483
H33 2.9442 -4.9339 0.8037
H34 1.2307 -3.2813 0.1193
H35 -1.0300 -3.9883 -0.8732
H36 -2.3870 -5.9313 -1.6219
H37 -4.3000 -6.6962 -0.2543
H38 -4.8861 -5.5083 1.8298
H39 -3.5228 -3.5709 2.5718

Forces on atoms 1 to 2 (eV/Å):
Pd -0.03 0.06 -0.48
C 0.01 -0.05 -0.09

***

Entry 2:
# C41H39ClFIN4O8

4 unconnected molecules or ions with the total composition C41H39ClFIN4O8 (ωB97M-V/def2-TZVPD, the Open Molecules 2025 dataset).

The value obtained for the HOMO-LUMO gap is 8.3667 eV. The total charge is 0. The SMILES is CC[C@@H](Cl)c1c(CCCI)cc2c(c1C[C@H](C)F)C(=O)c1ccc(N)cc1C2=O.O=[N+]([O-])c1ccccc1.O=[N+]([O-])c1ccccc1.O=[N+]([O-])c1ccccc1. The value obtained for the energy above the lowest of the compared OMol25 structures with the same formula, charge and spin is 0.0 kcal/mol. The calculated total energy is -3264.2108 Eh. As for the spin multiplicity: 1.

Cartesian coordinates (Å):
C1 -8.2158 2.7978 1.7548
C2 -6.7077 2.5644 1.7880
C3 -6.3677 1.1718 2.3232
Cl1 -6.4654 -0.0550 1.0129
C4 -5.1096 1.0692 3.1645
C5 -5.3277 0.9995 4.5499
C6 -6.6995 1.1030 5.1819
C7 -7.5458 -0.2010 5.1609
C8 -6.7446 -1.4553 4.8618
I1 -7.9137 -3.2032 5.2323
C9 -4.2551 0.7930 5.4046
C10 -2.9698 0.6665 4.9078
C11 -2.7369 0.8339 3.5384
C12 -3.8044 1.0408 2.6427
C13 -3.5150 1.1996 1.1688
C14 -3.7310 2.6041 0.5808
C15 -4.4769 2.6393 -0.7459
F1 -2.4602 3.1763 0.3641
C16 -1.2950 0.7741 3.1313
O1 -0.8041 1.4717 2.2732
C17 -0.4730 -0.2062 3.8910
C18 0.5787 -0.8635 3.2719
C19 1.3555 -1.7495 3.9946
C20 1.0940 -1.9807 5.3487
N1 1.9368 -2.8887 6.0507
C21 0.0515 -1.3002 5.9719
C22 -0.7309 -0.4184 5.2417
C23 -1.8590 0.3293 5.8503
O2 -1.9029 0.6167 7.0258
H1 -8.4675 3.7085 1.2187
H2 -8.6119 2.8723 2.7691
H3 -8.7175 1.9562 1.2759
H4 -6.3093 2.6820 0.7836
H5 -6.2345 3.2921 2.4486
H6 -7.1934 0.8627 2.9532
H7 -7.2716 1.8886 4.6848
H8 -6.5650 1.4483 6.2045
H9 -8.3367 -0.1045 4.4166
H10 -8.0510 -0.3051 6.1194
H11 -5.8596 -1.5377 5.4826
H12 -6.4651 -1.5148 3.8147
H13 -4.4223 0.7138 6.4704
H14 -2.4644 0.9983 0.9938
H15 -4.0672 0.4614 0.5976
H16 -4.1918 3.2574 1.3231
H17 -5.2076 3.4442 -0.7864
H18 -3.7474 2.8265 -1.5320
H19 -4.9737 1.6964 -0.9663
H20 0.7974 -0.6765 2.2306
H21 2.1813 -2.2727 3.5337
H22 2.0067 -2.6358 7.0261
H23 1.6167 -3.8444 5.9787
H24 -0.1508 -1.4570 7.0234
C24 1.3337 2.2362 -1.8016
C25 0.6653 1.7936 -0.6655
C26 0.3332 0.4563 -0.5405
C27 0.6791 -0.4133 -1.5580
C28 1.3407 0.0055 -2.6955
C29 1.6707 1.3458 -2.8124
N2 0.3446 -1.8399 -1.4103
O3 -0.2518 -2.1798 -0.4064
O4 0.6780 -2.5959 -2.2998
H25 1.5961 3.2816 -1.8966
H26 0.3972 2.4830 0.1236
H27 -0.1926 0.1024 0.3330
H28 1.5942 -0.6972 -3.4752
H29 2.1972 1.6868 -3.6919
C30 6.5444 -4.3450 -3.6466
C31 6.5020 -3.5435 -2.5123
C32 5.8387 -2.3287 -2.5448
C33 5.2247 -1.9458 -3.7241
C34 5.2456 -2.7278 -4.8640
C35 5.9211 -3.9371 -4.8179
N3 4.5255 -0.6521 -3.7653
O5 4.5280 0.0291 -2.7607
O6 3.9791 -0.3356 -4.8053
H30 7.0641 -5.2934 -3.6156
H31 6.9865 -3.8642 -1.6006
H32 5.7971 -1.6898 -1.6758
H33 4.7591 -2.4003 -5.7689
H34 5.9563 -4.5596 -5.7011
C36 9.5106 1.4219 -6.6440
C37 8.4088 0.9540 -5.9398
C38 7.5385 0.0524 -6.5304
C39 7.7968 -0.3623 -7.8237
C40 8.8841 0.0909 -8.5463
C41 9.7462 0.9928 -7.9437
N4 6.8761 -1.3264 -8.4517
O7 5.9285 -1.6975 -7.7885
O8 7.1175 -1.6914 -9.5820
H35 10.1878 2.1254 -6.1784
H36 8.2238 1.2922 -4.9296
H37 6.6724 -0.3188 -6.0029
H38 9.0497 -0.2549 -9.5553
H39 10.6028 1.3608 -8.4911

Forces on atoms 1 to 2 (eV/Å):
C 0.08 -0.25 0.14
C -0.24 -0.04 -0.01

***

Entry 3:
# C41H39F2N6O3S2Tl

A molecular structure, C41H39F2N6O3S2Tl at a distorted geometry (ωB97M-V/def2-TZVPD, the Open Molecules 2025 dataset).

The value obtained for the HOMO-LUMO gap is 4.9997 eV. The total charge is -2. The value obtained for the energy above the lowest of the compared OMol25 structures with the same formula, charge and spin is 6.8 kcal/mol. The calculated total energy is -3308.5876 Eh. As for the spin multiplicity: 1.

Cartesian coordinates (Å):
Tl1 0.0242 -0.1512 -0.4904
C1 -0.5484 0.8905 3.1413
C2 0.9031 1.0029 2.7442
N1 1.5928 -0.0702 2.7764
N2 2.9254 0.0143 2.5097
C3 3.5310 -0.8602 1.8003
S1 3.0395 -2.2321 0.9133
S2 5.3077 -0.4107 1.6505
C4 5.1088 0.1715 -0.0834
C5 6.0769 1.2605 -0.4008
C6 7.4280 0.9973 -0.6206
C7 8.3126 2.0248 -0.9123
C8 7.8605 3.3352 -0.9877
C9 6.5175 3.6077 -0.7624
C10 5.6345 2.5801 -0.4690
C11 1.4150 2.3352 2.3433
C12 1.3748 3.3409 3.3027
C13 1.9099 4.6034 3.0866
C14 2.5051 4.8584 1.8525
C15 2.5478 3.8873 0.8771
C16 1.9929 2.5785 1.0490
O1 1.9860 1.7478 0.0811
H1 -0.7010 0.0766 3.8494
H2 -1.1266 0.6690 2.2374
H3 -0.9166 1.8280 3.5589
H4 4.0794 0.5267 -0.1606
H5 5.2425 -0.7099 -0.7111
H6 7.7862 -0.0236 -0.5434
H7 9.3605 1.8027 -1.0813
H8 8.5519 4.1391 -1.2127
H9 6.1540 4.6272 -0.8143
H10 4.5867 2.7873 -0.2801
H11 0.9323 3.1140 4.2691
H12 1.8697 5.3613 3.8609
H13 2.9326 5.8375 1.6521
H14 2.9874 4.1049 -0.0917
F1 -2.8339 -1.9818 -5.5771
C17 -2.6362 -0.9178 -4.7293
C18 -1.7886 -1.0237 -3.6529
C19 -1.5108 0.0731 -2.8213
C20 -2.1923 1.2831 -3.1206
C21 -3.1255 1.3070 -4.1575
F2 -3.9423 2.3920 -4.3922
C22 -3.3529 0.2333 -4.9929
C23 -1.8889 2.5031 -2.3320
C24 -2.0511 3.7867 -2.8752
C25 -1.8034 4.9001 -2.0938
C26 -1.3557 4.7241 -0.7937
C27 -1.1580 3.4246 -0.3541
N3 -1.4283 2.3515 -1.0849
H15 -1.2990 -1.9765 -3.4593
H16 -4.0713 0.2926 -5.7983
H17 -2.3616 3.9068 -3.9014
H18 -1.9508 5.8959 -2.4975
H19 -1.1491 5.5659 -0.1464
H20 -0.7627 3.2447 0.6401
C28 5.0061 -1.3864 -3.4101
N4 3.7391 -0.7350 -3.1992
C29 3.6917 0.7182 -3.2048
C30 2.6214 -1.4140 -2.8561
O2 1.5416 -0.8972 -2.6695
H21 5.4624 -1.0236 -4.3354
H22 4.8481 -2.4617 -3.4950
H23 5.7028 -1.1984 -2.5871
H24 4.5113 1.1051 -3.8103
H25 3.7646 1.1213 -2.1931
H26 2.7339 1.0353 -3.6155
H27 2.7833 -2.5059 -2.8055
C31 -1.6640 -6.2528 1.2943
N5 -2.4039 -5.1044 0.8189
N6 -2.0560 -3.8480 1.3164
C32 -2.3225 -2.8597 0.3607
O3 -2.2737 -1.6587 0.5625
C33 -2.7544 -3.6097 -0.8048
C34 -2.7453 -4.9252 -0.5016
C35 -3.1338 -6.0977 -1.3358
C36 -1.8315 -3.6573 2.6950
C37 -2.6577 -4.2911 3.6240
C38 -2.4457 -4.0948 4.9786
C39 -1.4128 -3.2708 5.4063
C40 -0.5963 -2.6467 4.4740
C41 -0.7980 -2.8361 3.1161
H28 -1.5582 -6.1846 2.3736
H29 -0.6618 -6.3161 0.8554
H30 -2.2273 -7.1532 1.0534
H31 -3.0234 -3.1469 -1.7391
H32 -3.4336 -5.7544 -2.3230
H33 -3.9743 -6.6258 -0.8805
H34 -2.3108 -6.8058 -1.4499
H35 -3.4724 -4.9162 3.2767
H36 -3.0935 -4.5791 5.7003
H37 -1.2475 -3.1139 6.4657
H38 0.2168 -2.0034 4.7822
H39 -0.1585 -2.3481 2.3926

Forces on atoms 1 to 2 (eV/Å):
Tl 0.01 0.07 -0.21
C 0.16 -0.03 -0.17

***

Entry 4:
# C41H39N5P2PdS

A molecular structure, C41H39N5P2PdS (ωB97M-V/def2-TZVPD, the Open Molecules 2025 dataset).

The value obtained for the HOMO-LUMO gap is 6.7321 eV. The total charge is +2. The calculated total energy is -3067.9407 Eh. As for the spin multiplicity: 1.

Cartesian coordinates (Å):
Pd1 0.5261 -1.0522 -0.5594
C1 0.6228 2.0476 1.1290
N1 -0.3175 1.7686 2.1843
C2 -1.0395 0.5297 2.2580
P1 -0.1566 -0.9343 1.6085
C3 1.4170 -1.0065 2.4826
C4 2.4558 -1.7879 1.9707
C5 3.6590 -1.8745 2.6520
C6 3.8326 -1.1817 3.8427
C7 2.8027 -0.4054 4.3565
C8 1.5944 -0.3160 3.6826
C9 -1.2221 -2.2619 2.1853
C10 -0.7157 -3.2700 2.9993
C11 -1.5525 -4.2949 3.4201
C12 -2.8830 -4.3102 3.0329
C13 -3.3881 -3.3019 2.2195
C14 -2.5604 -2.2811 1.7883
C15 -0.7342 2.8305 3.0189
C16 -2.0212 2.8568 3.5524
C17 -2.4090 3.9014 4.3801
C18 -1.5327 4.9337 4.6740
C19 -0.2515 4.9080 4.1420
C20 0.1531 3.8617 3.3283
P2 0.1841 1.2372 -0.4613
C21 0.9837 2.2540 -1.7250
C22 2.1092 3.0298 -1.4564
C23 2.7135 3.7477 -2.4802
C24 2.2009 3.6912 -3.7676
C25 1.0773 2.9183 -4.0380
C26 0.4725 2.1992 -3.0218
C27 -1.5820 1.5597 -0.6786
C28 -2.0698 2.8408 -0.4242
C29 -3.4235 3.1042 -0.5569
C30 -4.2931 2.0954 -0.9532
C31 -3.8115 0.8206 -1.2157
C32 -2.4575 0.5505 -1.0736
H1 1.6547 1.7532 1.3702
H2 0.6255 3.1238 0.9476
H3 -2.0172 0.5405 1.7562
H4 -1.2409 0.2857 3.3061
H5 2.3246 -2.3454 1.0489
H6 4.4580 -2.4877 2.2577
H7 4.7724 -1.2502 4.3738
H8 2.9374 0.1304 5.2864
H9 0.8035 0.2959 4.0957
H10 0.3211 -3.2573 3.3097
H11 -1.1616 -5.0791 4.0539
H12 -3.5323 -5.1087 3.3658
H13 -4.4282 -3.3156 1.9224
H14 -2.9566 -1.5081 1.1385
H15 -2.7330 2.0758 3.3182
H16 -3.4107 3.9086 4.7889
H17 -1.8414 5.7467 5.3160
H18 0.4480 5.6995 4.3759
H19 1.1705 3.8367 2.9576
H20 2.5302 3.0780 -0.4602
H21 3.5814 4.3573 -2.2674
H22 2.6701 4.2569 -4.5612
H23 0.6697 2.8869 -5.0395
H24 -0.4149 1.6111 -3.2303
H25 -1.3997 3.6359 -0.1180
H26 -3.8004 4.0966 -0.3499
H27 -5.3495 2.3043 -1.0557
H28 -4.4911 0.0359 -1.5220
H29 -2.0840 -0.4544 -1.2448
N2 5.0661 -1.8493 -4.8147
C33 4.0023 -1.6590 -4.0212
C34 3.7394 -0.4214 -3.4077
C35 2.6406 -0.2778 -2.6045
N3 1.7547 -1.2637 -2.3385
C36 2.0278 -2.4564 -2.9110
C37 3.0903 -2.6930 -3.7391
H30 5.6995 -1.0984 -5.0249
H31 5.2298 -2.7330 -5.2636
H32 4.3949 0.4259 -3.5583
H33 2.4541 0.6808 -2.1495
H34 1.3671 -3.2763 -2.6711
H35 3.2271 -3.6830 -4.1528
S1 -0.1945 -3.3643 -0.5962
C38 -1.1666 -3.4927 -1.9813
N4 -1.2210 -2.5163 -2.9320
C39 -2.0082 -2.6100 -4.0311
C40 -2.7750 -3.7152 -4.2028
C41 -2.6709 -4.7068 -3.2063
N5 -1.9028 -4.6026 -2.1465
H36 -0.6107 -1.7136 -2.8133
H37 -1.9716 -1.7778 -4.7197
H38 -3.4182 -3.8323 -5.0604
H39 -3.2427 -5.6245 -3.2906

Forces on atoms 1 to 2 (eV/Å):
Pd -0.30 0.11 -0.11
C 0.01 -0.03 0.05

***

Entry 5:
# C41H39NO4PSTc

A molecular structure, C41H39NO4PSTc at a distorted geometry (ωB97M-V/def2-TZVPD, the Open Molecules 2025 dataset).

The value obtained for the HOMO-LUMO gap (spin up / spin down) is 7.0234 / 6.5038 eV. The total charge is +1. The value obtained for the energy above the lowest of the compared OMol25 structures with the same formula, charge and spin is 28.3 kcal/mol. The calculated total energy is -2761.5874 Eh. As for the spin multiplicity: 4.

Cartesian coordinates (Å):
Tc1 -1.7320 -0.7100 0.1020
C1 -0.6229 4.3714 -0.2525
C2 -1.5078 3.4936 -1.1322
C3 -2.4384 4.3543 -1.9942
C4 -2.3187 2.4757 -0.3589
C5 -2.8816 1.3880 -1.0337
C6 -3.7574 0.4996 -0.3826
C7 -3.9206 0.5647 1.0127
C8 -4.8149 -0.3951 1.7585
C9 -3.2952 1.6210 1.6826
C10 -2.5575 2.5866 1.0079
H1 0.0178 4.9942 -0.8771
H2 0.0130 3.7765 0.4031
H3 -1.2205 5.0441 0.3663
H4 -0.8538 2.9261 -1.8043
H5 -3.1133 4.9335 -1.3613
H6 -3.0455 3.7477 -2.6663
H7 -1.8576 5.0534 -2.5964
H8 -2.7691 1.3054 -2.1098
H9 -4.3410 -0.1833 -0.9815
H10 -4.2447 -1.2313 2.1715
H11 -5.5893 -0.8007 1.1084
H12 -5.3061 0.1124 2.5873
H13 -3.4141 1.6976 2.7563
H14 -2.1250 3.4025 1.5713
C11 5.3535 4.1116 2.0271
C12 4.1279 3.2449 2.0555
C13 3.6484 2.7479 3.2700
C14 2.5141 1.9619 3.3211
C15 1.8440 1.6720 2.1368
C16 2.2959 2.1519 0.9157
C17 3.4397 2.9344 0.8858
S1 0.4145 0.6605 2.2255
O1 -0.3267 0.8910 3.4288
O2 -0.2831 0.8818 0.9538
N1 0.9693 -0.8629 2.3121
C18 0.3062 -1.8044 3.2058
C19 -1.1111 -2.2362 2.8329
O3 -1.7326 -2.9446 3.5796
O4 -1.5918 -1.8044 1.6955
H15 6.1766 3.6398 2.5641
H16 5.1546 5.0683 2.5128
H17 5.6768 4.3108 1.0073
H18 4.1707 2.9887 4.1876
H19 2.1369 1.5901 4.2644
H20 1.7583 1.9193 0.0036
H21 3.7989 3.3126 -0.0630
H22 0.2555 -1.3969 4.2140
H23 0.9235 -2.7006 3.2547
C20 2.8249 1.4962 -3.1310
C21 3.4256 0.4116 -2.5045
C22 2.6500 -0.5141 -1.8218
C23 1.2671 -0.3564 -1.7581
C24 0.6706 0.7261 -2.3981
C25 1.4456 1.6495 -3.0821
P1 0.2120 -1.5451 -0.8847
C26 1.3335 -2.2968 0.3052
C27 1.9609 -1.3650 1.3151
C28 3.1019 -1.9939 2.0576
C29 3.3417 -3.3240 2.0133
C30 2.5618 -4.1797 1.1954
C31 1.5933 -3.6360 0.3284
C32 -0.3586 -2.7656 -2.0655
C33 0.4394 -3.4483 -2.9436
C34 -0.1308 -4.4121 -3.7946
C35 -1.4668 -4.6813 -3.7128
C36 -2.3078 -3.9950 -2.8047
C37 -3.6820 -4.3099 -2.6767
C38 -4.4397 -3.6475 -1.7595
C39 -3.8854 -2.6077 -0.9840
C40 -2.5715 -2.2155 -1.0837
C41 -1.7563 -2.9825 -1.9846
H24 3.4302 2.2169 -3.6647
H25 4.4990 0.2833 -2.5497
H26 3.1261 -1.3614 -1.3402
H27 -0.4067 0.8442 -2.3609
H28 0.9747 2.4872 -3.5815
H29 2.3286 -0.4691 0.8005
H30 3.6873 -1.3382 2.6898
H31 4.1405 -3.7452 2.6098
H32 2.7391 -5.2454 1.1983
H33 1.0747 -4.2953 -0.3576
H34 1.5047 -3.2517 -2.9842
H35 0.4922 -4.9463 -4.4989
H36 -1.9067 -5.4387 -4.3501
H37 -4.1074 -5.0867 -3.2990
H38 -5.4830 -3.9021 -1.6279
H39 -4.5465 -2.1237 -0.2773

Forces on atoms 1 to 2 (eV/Å):
Tc -0.15 -0.16 0.49
C -0.04 0.00 -0.03

***

| no. | molecular weight (g/mol) |
| --- | --- |
| 1 | 1006.1 |
| 2 | 897.1 |
| 3 | 970.3 |
| 4 | 802.2 |
| 5 | 770.8 |